DFT (ωB97M-V/def2-TZVPD) results for a 11-piece molecular cluster, C56H109F15O28 overall at a distorted geometry.

Output
SMILES: CCOC(=O)C(F)(F)F.CCOC(=O)C(F)(F)F.CCOC(=O)C(F)(F)F.CCOC(=O)C(F)(F)F.CCOC(=O)C(F)(F)F.COCCOCCOC.COCCOCCOC.COCCOCCOC.COCCOCCOC.COCCOCCOC.COCCOCCOC
HOMO level, eV: -9.178
Energy relative to the best compared isomer or geometry (same formula, charge and spin), eV: 0.046
Charge: 0

XYZ file:
```
208
Properties=species:S:1:pos:R:3:forces:R:3
C -2.3115 -8.5731 -0.5109 -1.100 -0.163 0.986
O -1.5497 -8.1410 0.6167 -0.084 -0.261 -0.900
C -0.2859 -7.6277 0.2859 -0.353 0.978 1.154
C 0.4764 -7.3316 1.5736 0.735 0.081 0.054
O -0.0086 -6.3450 2.4736 -0.942 -0.673 -1.246
C 0.6128 -6.3635 3.7408 -0.348 0.507 -1.046
C 0.6036 -4.9223 4.1497 0.633 0.902 0.583
O 1.5158 -4.1147 3.3879 -0.488 0.045 -0.622
C 1.1089 -2.7327 3.3692 0.823 -0.742 0.630
H -3.3334 -8.5996 -0.1326 -0.118 0.058 -0.082
H -2.1184 -9.6026 -0.8125 0.637 -0.049 -0.095
H -2.3567 -7.9147 -1.3784 0.545 0.291 0.124
H -0.3910 -6.6981 -0.2734 -0.064 0.135 -0.372
H 0.3135 -8.3397 -0.2816 0.139 -0.109 -0.138
H 1.4466 -6.9210 1.2938 0.507 -0.556 -0.365
H 0.5957 -8.2970 2.0654 0.116 -0.086 0.343
H 1.6312 -6.7488 3.6912 0.166 -0.083 -0.010
H -0.0084 -6.9926 4.3785 0.201 0.052 0.537
H 0.8920 -4.8386 5.1975 -0.222 0.081 0.332
H -0.3930 -4.5074 3.9989 -0.246 -0.208 0.147
H 1.6905 -2.1549 2.6509 -0.044 -0.465 -0.351
H 1.3936 -2.3103 4.3328 -0.406 0.267 0.298
H 0.0416 -2.6153 3.1813 0.035 -0.020 -0.086
C -2.4302 -0.4483 5.1837 0.767 -2.064 0.523
O -2.6033 -1.7197 5.9395 -0.799 1.286 -0.239
C -1.3970 -2.4296 6.1703 -0.040 0.376 0.562
C -1.7230 -3.8334 6.7340 0.192 0.312 -1.558
O -0.6040 -4.3590 7.4106 0.845 -0.823 1.489
C -0.6802 -5.6967 7.9761 -2.782 0.558 0.114
C -1.6909 -5.8208 9.2048 0.961 0.495 0.170
O -3.0523 -5.5809 8.9009 0.326 -0.007 -1.760
C -3.9510 -5.4831 9.9655 0.988 -0.138 1.045
H -1.7186 0.1962 5.6998 0.253 -0.075 -0.054
H -3.3337 0.1430 5.0349 -0.352 -0.719 0.351
H -2.0541 -0.8083 4.2260 0.207 0.679 -0.266
H -0.7803 -1.8852 6.8854 0.257 0.122 0.136
H -0.8438 -2.5389 5.2375 0.146 0.075 -0.035
H -1.7657 -4.3991 5.8033 -1.072 -0.645 0.113
H -2.6550 -3.7943 7.2978 0.154 -0.260 0.021
H 0.3171 -6.0735 8.2030 -0.032 0.577 0.395
H -1.1015 -6.4344 7.2932 0.013 0.199 -0.825
H -1.3595 -5.1208 9.9717 0.000 0.269 0.231
H -1.5995 -6.8174 9.6368 0.219 -0.343 -0.043
H -4.9222 -5.1185 9.6308 0.281 -0.005 -0.111
H -3.5005 -4.8487 10.7289 -0.303 0.694 0.105
H -4.0545 -6.4185 10.5153 -0.302 -0.537 -0.289
C 2.0900 4.2840 -2.0619 -1.092 0.494 -0.561
O 1.9337 5.7018 -1.8337 0.921 -0.455 -0.070
C 3.1098 6.2770 -1.2388 -0.596 0.446 -0.146
C 2.9860 7.8522 -1.2595 0.023 -1.889 -0.087
O 4.2704 8.4308 -1.3051 0.239 0.580 1.154
C 4.3115 9.8808 -1.4739 0.139 -2.024 -1.272
C 5.7530 10.4046 -1.5542 -0.244 0.446 -0.511
O 6.6888 9.8589 -2.4820 -1.376 0.941 -0.563
C 7.1062 8.5470 -2.2927 -0.102 -0.771 0.737
H 1.2283 3.9442 -2.6366 -0.299 0.251 0.098
H 2.0588 3.6848 -1.1520 0.498 0.154 0.223
H 2.9097 4.0375 -2.7367 0.573 0.179 0.431
H 4.0102 5.9237 -1.7412 0.146 0.189 -0.330
H 3.1698 5.9236 -0.2094 0.118 0.006 0.206
H 2.4298 8.0510 -0.3434 -0.043 0.777 0.047
H 2.3891 8.1000 -2.1373 -0.096 0.255 -0.098
H 3.7233 10.4689 -0.7695 0.146 -0.244 0.585
H 3.7892 9.9690 -2.4266 0.215 0.721 -0.372
H 6.2251 10.5636 -0.5846 -0.015 -0.555 0.366
H 5.5646 11.4143 -1.9191 0.285 0.230 -0.100
H 6.3115 7.8019 -2.3303 -0.282 0.163 -0.036
H 7.5278 8.5079 -1.2883 0.543 -0.493 0.089
H 7.8142 8.2609 -3.0705 0.228 0.403 0.192
C -0.7588 7.3781 -4.9300 0.614 -0.048 -0.382
O -1.6323 6.3126 -4.7690 -1.240 -0.101 -1.286
C -1.0619 5.2679 -4.0776 -1.919 -0.286 2.307
C -2.1291 4.2454 -3.5466 -0.126 -0.082 -0.685
O -3.3052 4.7893 -2.9357 0.630 1.905 -0.624
C -4.1905 3.8694 -2.3736 0.530 -1.185 1.178
C -5.5338 4.3212 -1.8137 0.340 2.967 -0.059
O -5.5110 5.1552 -0.5547 -0.468 -1.858 -1.204
C -4.6526 6.2822 -0.6206 0.281 -0.769 -1.079
H -0.4394 7.7324 -3.9499 -0.119 0.575 0.088
H -1.2158 8.1189 -5.5862 -0.171 0.155 0.478
H 0.1514 7.0645 -5.4412 0.322 -0.177 -0.163
H -0.6945 5.7269 -3.1598 1.022 -0.279 0.178
H -0.3223 4.7093 -4.6513 0.307 -0.015 0.074
H -1.5815 3.5952 -2.8643 -0.005 -0.125 0.276
H -2.4307 3.6158 -4.3836 -0.319 -0.128 -0.180
H -3.6864 3.4620 -1.4973 0.268 -0.804 0.078
H -4.3914 3.0984 -3.1174 -0.156 -0.439 0.051
H -6.2174 3.4768 -1.7255 0.362 0.049 0.663
H -5.9808 4.9560 -2.5788 -0.249 0.291 -0.120
H -4.8118 6.9455 0.2295 -0.020 -0.353 0.053
H -4.8091 6.8260 -1.5522 -0.248 0.321 -0.088
H -3.6355 5.9016 -0.7142 0.332 0.418 0.478
C -0.6208 1.3325 -4.8805 0.695 -1.033 0.031
O -0.3041 1.4292 -3.5262 0.269 1.013 1.445
C 0.3169 0.2979 -2.9676 -0.332 -1.103 -0.371
C 1.6462 -0.1061 -3.5627 0.459 1.266 -0.388
O 2.4939 1.0656 -3.3728 0.954 -1.311 0.512
C 3.8755 0.9372 -3.7842 -1.346 -0.785 -1.801
C 4.8059 0.0886 -2.9647 -0.530 -0.314 2.080
O 4.4329 -1.3022 -2.9259 0.176 0.123 -0.444
C 5.2651 -2.0933 -2.0355 -1.286 0.789 -1.100
H -1.2460 0.4478 -5.0012 -0.585 0.055 -0.421
H 0.2966 1.1037 -5.4228 0.000 0.390 -0.526
H -1.0841 2.2564 -5.2268 0.044 -0.258 0.104
H -0.3645 -0.5471 -3.0669 -0.160 -0.465 -0.314
H 0.4310 0.3621 -1.8855 0.019 0.893 -0.055
H 1.6072 -0.2952 -4.6354 -0.217 0.022 -0.249
H 1.9935 -1.0518 -3.1467 0.265 0.268 0.539
H 4.1425 1.9658 -4.0267 0.724 -0.102 0.709
H 3.9241 0.4362 -4.7510 -0.497 -0.060 -0.609
H 4.6756 0.4425 -1.9420 0.602 0.216 0.460
H 5.8497 0.1498 -3.2727 0.050 0.419 -0.148
H 4.9224 -1.9137 -1.0165 0.455 0.089 0.248
H 6.3100 -1.8385 -2.2127 0.095 -0.159 0.348
H 5.0363 -3.1255 -2.3009 0.248 0.011 0.030
C -6.0131 -6.6429 -1.3110 0.182 -0.842 -1.622
O -4.6896 -6.4258 -1.8107 0.296 0.928 0.656
C -4.6026 -5.9030 -3.1303 0.331 0.472 0.454
C -3.1180 -5.6344 -3.4329 -1.334 -0.040 -0.065
O -2.6671 -4.5528 -2.6267 1.558 -0.551 0.015
C -1.1918 -4.5265 -2.6984 -1.345 -0.200 0.349
C -0.6547 -3.4355 -1.7566 0.780 -0.623 0.590
O 0.7916 -3.3304 -1.8343 -0.073 0.551 0.661
C 1.4693 -2.8914 -0.6093 -0.092 -0.056 -0.709
H -6.2590 -7.5914 -1.7885 -0.797 -0.295 0.289
H -6.7362 -5.9120 -1.6729 0.119 0.345 0.112
H -6.1004 -6.7604 -0.2309 0.652 0.267 -0.090
H -5.1179 -4.9492 -3.2439 -0.349 0.189 0.312
H -5.0695 -6.5955 -3.8307 0.220 -0.220 -0.331
H -2.9556 -5.3609 -4.4754 -0.319 0.023 -0.359
H -2.6351 -6.6057 -3.3256 0.726 0.123 0.656
H -0.9275 -4.4494 -3.7531 0.357 0.469 -0.046
H -0.8973 -5.5233 -2.3702 0.515 0.069 0.157
H -0.8904 -3.7493 -0.7397 -0.298 -0.020 0.126
H -1.1509 -2.4797 -1.9251 0.108 0.149 -0.220
H 2.4708 -2.5253 -0.8353 0.085 -0.374 -0.741
H 1.6019 -3.6900 0.1206 -0.415 -0.208 -0.024
H 1.0628 -2.0108 -0.1119 -0.919 -0.095 -0.098
C 5.2205 7.0516 1.9054 -0.921 0.933 1.116
C 6.3129 6.3525 1.2340 0.833 0.064 -0.729
O 5.7432 5.1899 0.6174 -0.080 -2.272 -0.691
C 6.5452 4.4456 -0.1703 2.457 3.277 -0.215
O 7.6597 4.8415 -0.5019 -1.841 -1.423 0.517
C 5.9822 3.1601 -0.7554 -1.603 -1.345 -0.536
F 5.9081 3.1969 -2.1199 0.887 0.102 1.238
F 6.7018 2.0809 -0.3556 -0.509 1.211 -0.596
F 4.6953 2.9603 -0.3815 0.641 0.034 0.305
H 4.7937 6.5207 2.7564 -0.180 -0.321 -0.253
H 4.4627 7.3376 1.1760 -0.101 0.000 0.209
H 5.6257 7.9576 2.3559 0.020 0.233 -0.175
H 7.1173 6.0697 1.9130 0.069 -0.163 -0.171
H 6.6888 7.0153 0.4546 0.346 -0.256 -0.094
C -5.9028 1.1993 -0.1377 -0.268 -0.013 0.445
C -6.3386 0.2063 0.9119 0.773 0.124 0.725
O -7.7110 -0.2665 0.8320 0.473 -0.378 -0.323
C -8.7099 0.5938 0.9091 1.038 2.175 0.875
O -8.5857 1.7940 1.1497 -0.803 -2.598 -0.619
C -10.0925 -0.1277 0.7166 1.721 0.418 -0.025
F -10.7267 -0.1324 1.8857 -0.371 -0.146 -0.176
F -10.7532 0.5949 -0.1791 -0.626 -0.384 -0.046
F -9.9386 -1.3958 0.2845 -0.468 0.771 0.209
H -6.2082 0.8671 -1.1299 -0.039 0.328 -0.100
H -4.8147 1.2387 -0.0854 0.047 0.007 -0.161
H -6.2722 2.1825 0.1536 -0.116 -0.015 -0.546
H -6.1097 0.6246 1.8921 -0.690 0.256 0.206
H -5.6657 -0.6512 0.9110 -0.680 -0.556 -0.440
C 2.7011 1.5984 1.6837 -0.002 1.048 0.972
C 2.0148 0.7573 0.6812 0.842 -1.784 1.338
O 0.6674 1.1334 0.4663 -2.761 -0.061 -0.139
C -0.3880 0.5254 1.1352 2.155 -1.697 0.768
O -0.3007 -0.3354 2.0068 -0.108 2.145 -2.020
C -1.7989 0.9820 0.6334 0.938 1.325 0.089
F -1.6746 1.9605 -0.2749 -0.212 -0.407 0.083
F -2.5217 -0.0002 0.1338 0.174 -0.739 -0.539
F -2.4909 1.4557 1.6642 0.004 0.263 0.451
H 2.9653 2.5893 1.3144 -0.061 -0.001 0.060
H 3.6021 1.0850 2.0194 -0.055 0.187 -0.112
H 2.0364 1.6942 2.5422 0.131 0.190 0.214
H 2.0045 -0.2258 1.1519 -0.110 -0.381 -0.376
H 2.6719 0.7079 -0.1871 -1.037 0.095 -0.812
C -3.3665 -1.5057 -3.6030 0.428 -0.181 0.849
C -4.2729 -1.4354 -2.3225 1.381 1.356 -0.449
O -5.5867 -1.9614 -2.4919 -0.507 0.130 -0.725
C -6.4477 -1.2437 -3.2168 0.609 1.967 0.430
O -6.3074 -0.1367 -3.7231 0.296 -2.239 0.886
C -7.8535 -1.8449 -3.1885 1.418 -2.188 -0.670
F -8.3327 -1.7202 -4.3939 -1.194 0.657 -1.245
F -7.8886 -3.1986 -2.9596 0.237 0.888 0.565
F -8.5695 -1.2262 -2.2996 -0.943 0.444 0.773
H -3.2406 -2.5155 -3.9936 -0.550 -0.033 -0.018
H -2.3354 -1.2423 -3.3671 0.038 0.033 0.732
H -3.5334 -0.7814 -4.4002 -0.991 -0.137 0.120
H -4.3304 -0.4087 -1.9609 -0.403 0.458 -0.678
H -3.8693 -1.8516 -1.3994 0.151 -1.129 -0.595
C 8.2178 -4.1832 1.1655 -0.542 0.370 -0.113
C 8.8456 -2.8132 1.3648 0.897 -0.811 -0.586
O 7.9747 -1.9393 2.0798 -0.884 0.700 -0.314
C 7.1875 -1.0775 1.4132 1.431 -0.012 -2.282
O 7.2710 -0.7555 0.2241 -0.490 -0.913 3.230
C 6.1527 -0.4715 2.3896 -1.361 -1.053 -0.033
F 6.2264 0.8318 2.4238 0.302 0.887 0.081
F 4.8889 -0.7749 1.9085 1.172 -0.103 0.473
F 6.2455 -0.9519 3.6451 -0.082 0.294 -0.934
H 8.9954 -4.9166 0.9519 -0.121 0.011 -0.073
H 7.5148 -4.1164 0.3351 0.056 -0.244 -0.155
H 7.6271 -4.5064 2.0226 0.284 0.025 0.198
H 9.1473 -2.4216 0.3934 -0.315 0.400 0.064
H 9.7754 -2.9201 1.9235 -0.266 0.314 0.430
```
Positions in Å, forces in eV/Å.

Results of the Löwdin charge analysis, in e, for atoms 1 through 5:
1 C -0.09
2 O -0.16
3 C -0.21
4 C -0.19
5 O -0.14